{
  "formula": "C31H58B3BrN2O17P",
  "method": "wB97M-V/def2-TZVPD",
  "species": ["C", "C", "N", "C", "C", "C", "P", "O", "O", "O", "O", "B", "Br", "C", "C", "C", "N", "C", "C", "O", "C", "C", "B", "O", "O", "B", "C", "O", "C", "C", "O", "H", "H", "H", "H", "H", "H", "H", "H", "H", "H", "H", "H", "H", "H", "H", "H", "H", "H", "H", "H", "H", "H", "H", "H", "H", "H", "O", "C", "O", "C", "C", "C", "H", "H", "H", "H", "H", "H", "H", "H", "O", "C", "O", "C", "C", "C", "H", "H", "H", "H", "H", "H", "H", "H", "O", "C", "O", "C", "C", "C", "H", "H", "H", "H", "H", "H", "H", "H", "O", "C", "O", "C", "C", "C", "H", "H", "H", "H", "H", "H", "H", "H"],
  "coordinates": [[8.292, -1.157, -0.526], [7.262, 0.052, -0.002], [6.454, 0.553, -1.179], [5.424, 1.587, -0.791], [3.884, 1.254, -1.232], [2.787, 2.418, -0.747], [2.347, 2.483, 1.114], [3.490, 1.998, 2.090], [0.910, 1.492, 1.442], [2.000, 4.181, 1.502], [3.433, 3.739, -1.051], [3.314, 4.087, -2.499], [4.800, 3.582, -3.755], [2.908, 5.616, -2.933], [2.373, 6.051, -4.445], [1.918, 7.540, -4.912], [1.957, 8.670, -3.943], [2.466, 8.347, -2.580], [2.971, 6.948, -1.921], [2.197, 3.160, -2.903], [1.510, 2.463, -1.773], [0.982, 0.927, -1.986], [-0.665, 0.768, -2.077], [-1.364, 0.216, -0.863], [-1.497, 1.070, -3.258], [0.236, 3.456, -1.480], [-0.377, 4.313, -2.780], [-0.465, 3.651, -0.196], [5.878, -0.605, -1.960], [6.086, -0.536, -3.618], [5.241, -1.674, -1.418], [9.231, -1.223, 0.195], [8.720, -0.941, -1.597], [7.745, -2.218, -0.544], [7.981, 0.924, 0.350], [6.620, -0.409, 0.862], [5.441, 1.650, 0.397], [5.806, 2.655, -1.154], [3.524, 0.240, -0.717], [3.732, 1.112, -2.400], [1.092, 0.854, 2.193], [2.061, 4.294, 2.499], [2.310, 5.186, -5.254], [1.524, 7.708, -6.011], [2.485, 9.276, -1.826], [3.336, 6.838, -0.795], [1.497, 0.483, -2.967], [1.316, 0.181, -1.116], [-2.136, -0.329, -1.203], [-1.352, 0.358, -3.975], [-1.545, 4.521, -2.659], [0.121, 5.367, -2.907], [-0.248, 3.675, -3.777], [-1.411, 3.289, -0.333], [7.010, 0.177, -3.871], [6.343, -1.577, -4.089], [5.104, -0.160, -4.173], [9.120, -0.098, 1.844], [9.798, -0.029, 2.864], [11.149, -0.059, 2.793], [12.031, 0.226, 3.894], [12.284, -1.019, 4.721], [9.149, -0.007, 4.217], [11.657, 1.061, 4.495], [12.976, 0.562, 3.454], [11.363, -1.395, 5.173], [13.003, -0.812, 5.519], [12.679, -1.823, 4.091], [8.966, -1.033, 4.547], [8.192, 0.518, 4.132], [9.722, 0.530, 4.971], [-4.076, -1.203, -3.535], [-4.495, -2.124, -2.840], [-3.668, -2.769, -1.985], [-4.102, -3.708, -0.984], [-4.206, -5.105, -1.562], [-5.904, -2.619, -2.992], [-5.031, -3.379, -0.508], [-3.336, -3.700, -0.201], [-4.956, -5.157, -2.355], [-4.475, -5.825, -0.783], [-3.252, -5.407, -2.006], [-5.942, -3.360, -3.794], [-6.542, -1.770, -3.258], [-6.323, -3.037, -2.078], [-6.381, -3.166, 1.145], [-6.800, -4.087, 1.840], [-5.974, -4.732, 2.695], [-6.408, -5.671, 3.696], [-6.511, -7.068, 3.118], [-8.209, -4.582, 1.688], [-7.336, -5.342, 4.171], [-5.642, -5.663, 4.479], [-7.261, -7.120, 2.324], [-6.781, -7.788, 3.896], [-5.557, -7.370, 2.673], [-8.248, -5.323, 0.885], [-8.847, -3.733, 1.421], [-8.628, -5.000, 2.601], [-12.195, -3.262, 3.032], [-12.031, -2.097, 2.681], [-11.258, -1.806, 1.609], [-11.173, -0.508, 0.994], [-10.127, 0.349, 1.680], [-12.600, -0.966, 3.488], [-12.154, -0.024, 0.954], [-10.872, -0.678, -0.045], [-10.385, 0.536, 2.725], [-10.022, 1.311, 1.171], [-9.157, -0.159, 1.679], [-11.901, -0.704, 4.286], [-13.542, -1.300, 3.933], [-12.840, -0.084, 2.898]],
  "lowdin_charge": [-0.12, -0.22, -0.14, -0.16, -0.10, -0.30, 0.84, -0.40, -0.22, -0.21, -0.09, -1.24, 0.67, -0.05, -0.03, -0.14, -0.08, -0.16, 0.01, -0.13, -0.26, 0.00, -0.43, 0.03, 0.03, -0.34, -0.03, 0.01, -0.30, -0.04, -0.07, 0.06, 0.08, 0.08, 0.13, 0.13, 0.12, 0.12, 0.13, 0.12, 0.08, 0.08, 0.10, 0.09, 0.08, 0.10, 0.15, 0.13, 0.09, 0.13, 0.08, 0.07, 0.09, 0.13, 0.09, 0.07, 0.09, 0.03, -0.46, 0.00, -0.23, -0.07, 0.01, 0.11, 0.12, 0.07, 0.08, 0.08, 0.10, 0.10, 0.07, 0.08, -0.50, -0.01, -0.22, -0.06, 0.01, 0.08, 0.13, 0.07, 0.08, 0.08, 0.10, 0.09, 0.07, 0.07, -0.49, 0.00, -0.23, -0.07, 0.02, 0.12, 0.12, 0.07, 0.08, 0.08, 0.10, 0.09, 0.07, 0.07, -0.51, -0.02, -0.23, -0.06, 0.00, 0.11, 0.12, 0.07, 0.09, 0.09, 0.10, 0.09, 0.07],
  "charge": -1,
  "homo_ev": -5.3
}